Computed, not measured: a molecular structure, C4H5NO, with ωB97M-V/def2-TZVPD.

Properties
Highest occupied orbital energy, eV: -9.3
Energy above the lowest of the compared OMol25 structures with the same formula, charge and spin, kJ/mol: 290.3

Geometry as ORCA input:
```
! wB97M-V def2-TZVPD RIJCOSX def2/J DEFGRID3
* xyz 0 1
C 1.244 0.687 0.325
C 0.271 -0.465 0.441
C -1.699 0.270 -0.140
O -2.148 1.270 0.174
C 0.027 -1.317 -0.615
N -0.726 -1.687 -1.460
H 2.255 0.400 0.641
H 1.302 1.052 -0.706
H 0.915 1.512 0.967
H 0.180 -0.918 1.430
H -1.620 -0.804 -1.055
*
```

=====

Computed, not measured: 2 unconnected molecules or ions with the total composition C12H23N4O3P, with ωB97M-V/def2-TZVPD.

Properties
Highest occupied orbital energy, eV: -8.5

Geometry as ORCA input:
```
! wB97M-V def2-TZVPD RIJCOSX def2/J DEFGRID3
* xyz 0 1
C 20.270 -7.643 6.285
C 19.608 -8.844 6.072
C 18.655 -8.952 5.064
C 18.417 -7.876 4.153
C 19.156 -6.677 4.308
C 20.131 -6.601 5.385
N 17.311 -7.904 3.186
O 16.972 -9.021 2.844
O 17.030 -6.862 2.580
H 20.863 -7.397 7.153
H 19.830 -9.670 6.733
H 18.023 -9.828 5.070
H 19.072 -5.905 3.558
H 20.805 -5.772 5.535
O 23.883 -9.862 17.316
P 23.831 -11.082 16.444
N 25.386 -11.789 16.240
C 26.209 -11.599 15.017
C 26.150 -12.056 17.446
N 23.259 -10.866 14.836
C 22.718 -11.974 13.962
C 23.505 -9.558 14.073
N 22.912 -12.355 17.013
C 21.853 -12.220 17.993
C 23.043 -13.812 16.554
H 26.038 -10.603 14.610
H 25.808 -12.303 14.288
H 27.225 -11.870 15.306
H 25.511 -12.455 18.234
H 26.678 -11.155 17.757
H 26.903 -12.771 17.113
H 21.942 -12.584 14.424
H 22.175 -11.561 13.112
H 23.492 -12.626 13.559
H 22.519 -9.400 13.636
H 23.915 -8.837 14.780
H 24.431 -9.644 13.504
H 21.043 -12.917 17.779
H 22.326 -12.435 18.951
H 21.495 -11.191 17.967
H 23.518 -13.797 15.574
H 22.091 -14.334 16.452
H 23.504 -14.408 17.343
*
```

=====

Computed, not measured: 2 unconnected molecules or ions with the total composition C4H9FN, with ωB97M-V/def2-TZVPD.

Properties
Highest occupied orbital energy (alpha / beta), eV: -12.5 / -13.3
Energy above the lowest of the compared OMol25 structures with the same formula, charge and spin, kJ/mol: 592.0

Geometry as ORCA input:
```
! wB97M-V def2-TZVPD RIJCOSX def2/J DEFGRID3
* xyz 1 1
C 1.010 -0.892 0.749
C 2.086 0.048 0.305
C -0.114 0.874 -0.655
C -2.565 -0.145 -0.471
N 0.672 0.432 0.479
F -2.350 -0.956 0.488
H 0.463 -1.566 0.130
H 1.117 -1.207 1.773
H 2.898 0.190 0.972
H 2.404 -0.268 -0.677
H -0.055 0.335 -1.601
H -0.451 1.844 -1.114
H -2.519 -0.532 -1.444
H -3.170 0.795 -0.244
H 0.574 1.049 1.309
*
```